(1)
87
Properties=species:S:1:pos:R:3:forces:R:3:lowdin_spin:R:1 method="wB97M-V/def2-TZVPD" charge=+1 gap_ev="8.3 / 4.3" de_lowest_ev=2.756 spin_multiplicity=3
H 3.844 -1.003 -0.300 0.479 0.415 -0.492 0.000
H 1.240 2.217 1.821 0.124 -0.043 -0.113 0.007
H -3.349 -1.526 -0.892 -0.443 -0.325 -0.192 0.000
Pd 0.899 -2.008 -3.018 0.744 0.926 0.578 0.860
C 2.040 5.023 1.250 0.823 1.125 0.367 0.000
C -5.744 -0.812 -1.593 0.284 -0.242 -0.695 0.000
H -2.403 -0.632 -1.745 -0.412 0.442 -0.542 0.000
H -4.518 0.007 -4.014 -0.483 -0.300 0.262 0.000
C -4.450 0.652 -3.137 -0.072 0.463 -0.154 0.000
H 1.053 3.254 -0.323 -0.128 -0.251 -0.309 0.000
H 3.234 -2.541 -0.515 0.203 -0.394 -0.245 0.000
H -0.690 -0.003 2.183 -0.826 0.216 0.409 0.018
H 6.065 -4.554 -4.452 0.035 0.007 0.016 0.000
C 1.492 3.745 -3.340 -0.796 0.543 -0.084 0.000
H 3.044 1.953 -1.115 0.224 -0.183 -0.195 0.000
C 4.202 -1.857 -2.322 0.283 0.767 -0.635 0.008
H -6.579 -0.103 -1.569 0.004 0.055 0.208 0.000
H -0.225 2.474 3.811 0.196 0.190 0.235 0.000
H 5.026 -1.196 -2.620 0.240 -0.168 0.367 0.002
N 2.772 2.134 -2.082 0.287 0.274 0.645 0.000
H -1.443 -2.127 0.814 -0.257 -0.476 -0.089 0.000
H 4.016 -0.865 3.606 -0.267 0.064 0.049 0.000
C 0.879 1.342 2.361 -1.022 0.987 0.534 0.097
C -6.999 -2.203 -0.235 -0.376 -0.357 1.077 0.000
H 0.630 3.070 -3.319 0.049 -0.064 -0.099 0.000
H 2.167 -0.128 1.290 -0.202 0.248 -0.221 0.000
O -5.722 -1.656 -0.457 0.004 0.385 -0.003 0.000
H 4.991 -2.355 -0.362 0.037 0.033 -0.059 0.000
H -1.295 -3.457 2.059 0.153 -0.102 -0.233 0.000
H 1.014 4.843 -1.120 -0.067 0.142 0.411 0.000
C -4.432 -0.077 -1.806 0.950 -0.051 0.077 0.000
N -2.857 0.849 4.022 -0.807 0.016 -1.841 0.014
H -4.880 -0.221 5.431 0.124 -0.108 0.077 0.000
H -5.277 1.364 -3.088 0.029 0.007 -0.449 0.000
H 3.015 -0.271 -2.477 -0.621 0.033 0.211 0.000
H 5.025 0.584 3.496 -0.112 0.196 -0.013 0.001
C 2.350 3.554 -2.110 0.074 -0.497 -0.143 0.000
H -7.495 -2.534 -1.148 0.070 0.064 -0.105 0.000
H 2.030 3.618 -4.277 0.196 -0.332 0.142 0.000
H 2.798 5.118 2.031 0.036 -0.260 -0.060 0.000
C 1.988 0.263 2.298 0.546 -0.946 0.337 0.076
H 0.072 0.817 4.304 0.110 -0.032 0.064 0.001
O 2.647 4.456 0.115 -0.437 -0.651 0.039 0.000
C 0.526 1.686 3.822 0.016 -0.309 -0.470 0.022
H 5.394 -4.027 -6.023 0.198 0.574 0.148 0.000
O -1.463 -1.524 2.778 0.532 -0.102 -0.611 0.004
H 3.358 -0.884 -3.852 -0.423 -0.496 -0.232 0.003
N -3.335 -1.051 -1.794 0.583 -0.479 0.802 0.001
H 4.565 -0.284 2.012 0.268 -0.189 0.146 0.000
H 5.374 -3.597 -2.466 0.246 0.007 -0.354 0.000
H -5.367 -0.513 3.770 0.105 0.374 -0.082 0.000
H -5.873 -1.446 -2.482 -0.163 0.004 -0.027 0.000
H -0.265 0.696 0.708 -0.374 0.685 -0.235 0.019
H -3.390 -2.385 2.861 0.391 -0.291 0.095 0.000
O 4.668 -3.011 -4.356 0.472 0.336 -0.178 0.001
N 3.017 -1.182 -2.934 0.198 0.102 -0.170 0.058
H -2.040 0.928 3.412 0.162 -0.042 0.572 0.003
C -1.011 -2.449 1.767 -0.329 1.001 -0.162 0.000
C 1.670 4.016 -0.815 0.049 0.577 -0.635 0.000
H 1.712 -0.589 2.937 -0.276 -0.015 -0.049 0.000
H -4.271 0.677 -1.019 -0.306 -0.008 0.057 0.000
H 1.428 1.964 4.358 -0.065 0.175 0.012 0.002
H 1.185 4.492 1.679 -0.087 -0.256 -0.341 0.000
C -3.228 -0.587 4.071 1.361 -0.510 1.189 0.001
H 4.389 -4.941 -4.985 0.206 -0.193 0.334 0.000
H -2.528 -0.917 4.850 -0.320 -0.555 0.043 0.000
H 3.693 -3.907 -2.771 -0.173 0.047 -0.092 0.001
H -6.922 -3.052 0.451 0.362 -0.126 -0.313 0.000
H -4.908 -1.853 4.680 0.442 -0.047 0.394 0.000
C 4.097 -1.932 -0.817 -0.940 -0.478 0.544 0.000
H 3.211 4.218 -2.228 0.230 -0.282 0.169 0.000
H -7.652 -1.524 0.331 0.001 0.347 -0.469 0.000
H 1.758 6.060 1.028 -0.416 -0.133 -0.023 0.000
H -3.543 1.307 3.406 -0.140 0.088 0.525 0.000
O 3.115 0.878 2.821 -0.026 0.644 0.456 0.014
Cl 0.157 -0.124 -1.472 0.009 -0.391 0.148 0.082
H 1.086 4.760 -3.391 0.037 -0.035 0.134 0.000
C -4.645 -0.803 4.542 -0.766 0.130 -0.694 0.001
C -2.873 -1.424 2.829 -1.185 1.288 0.775 0.002
N -0.316 0.862 1.734 1.882 -1.910 -0.791 0.693
C 4.498 -3.184 -2.984 -0.491 -0.316 0.939 0.002
H -3.537 1.213 -3.349 0.055 0.112 0.520 0.000
C 4.232 0.025 3.009 0.044 -0.267 -0.720 0.007
H 0.060 -2.308 1.619 0.077 -0.306 0.459 0.000
H -3.329 -0.864 2.003 0.454 -0.176 -0.609 0.000
C 5.180 -4.179 -4.967 -0.727 -0.599 -0.386 0.000
H 1.949 1.553 -2.229 -0.152 0.206 0.052 0.000

(2)
89
Properties=species:S:1:pos:R:3:forces:R:3:mulliken_charge:R:1 method="wB97M-V/def2-TZVPD" charge=+1 gap_ev=7.2
H -0.953 -7.072 2.196 -1.233 0.940 0.927 0.372
H -1.910 -6.996 5.419 -0.136 -0.894 -1.018 0.251
C 2.828 5.018 -0.222 0.067 0.028 -0.445 0.290
O 1.694 -3.395 -0.476 0.317 0.174 0.328 -0.337
H -3.339 -2.736 5.786 0.640 0.097 0.203 0.262
H -3.262 -0.961 3.222 -0.078 -0.080 0.084 0.097
H -5.186 -0.833 4.593 -0.019 0.098 0.063 0.238
O 2.851 3.123 -1.842 0.398 -0.058 0.442 -0.003
H 3.978 6.040 -1.782 -0.063 -0.078 0.057 0.294
C 1.421 2.800 -7.598 -0.233 -0.134 0.351 0.298
H 2.157 -0.162 0.404 -0.013 -0.101 0.065 0.329
H -5.160 2.809 3.343 -0.070 0.019 -0.210 0.228
H 1.418 -3.131 -2.509 0.184 0.040 -0.099 0.253
H 3.911 2.653 -3.522 0.004 0.008 0.128 0.229
H 0.216 4.387 -8.022 -0.052 -0.107 -0.130 0.281
N 1.578 5.492 -0.830 -0.039 -0.400 0.065 -0.726
H -3.638 -6.641 3.607 0.636 -0.210 -0.128 0.290
H 3.091 2.948 -6.179 -0.047 -0.153 0.052 0.339
C 2.060 -3.681 -1.819 -0.321 -0.261 -0.160 -0.703
C 1.262 1.290 -7.442 0.099 -0.237 -0.173 -1.367
H 3.139 -0.591 -1.914 -0.073 0.004 0.007 0.369
C 2.154 3.467 -6.417 -0.101 0.309 -0.175 -0.581
C 3.055 3.516 -0.489 -0.284 -0.016 0.136 -0.809
H -0.391 3.390 -6.925 0.010 -0.093 -0.156 0.331
C 3.959 3.365 -2.696 -0.241 0.055 -0.261 -0.852
H 0.802 4.965 -0.435 0.008 0.174 0.043 0.288
H -6.772 2.753 4.049 0.044 -0.138 0.020 0.265
H 1.589 5.205 -1.809 0.032 0.198 0.075 0.279
H 0.709 -2.429 3.435 -0.501 -0.854 -0.235 0.230
N -2.788 -7.175 3.399 1.741 0.359 0.075 -0.326
N 0.098 3.396 -7.820 0.186 0.232 0.153 -0.755
H -3.453 1.957 2.357 -0.046 -0.097 0.076 0.265
H 4.040 3.188 -0.134 0.106 0.089 -0.102 0.502
H -1.231 -8.355 4.329 -1.340 0.738 0.367 0.270
H 0.061 -1.126 0.855 -0.074 0.206 -0.032 0.170
H 3.890 4.367 -3.123 0.218 0.002 -0.004 0.242
H 4.943 5.484 -0.405 -0.054 0.021 -0.041 0.342
H 2.274 -2.395 1.176 -0.040 -0.053 0.032 0.305
N -0.160 -4.300 2.793 -2.114 -2.998 -0.484 -0.009
H 1.851 0.612 -1.816 0.027 -0.108 0.066 0.167
H 3.897 6.897 -0.254 -0.061 -0.119 -0.062 0.362
H -2.371 0.700 1.783 -0.078 0.040 0.064 0.310
C 2.362 -2.270 0.090 -0.172 0.100 0.066 -0.890
H -5.725 -0.341 2.996 0.046 0.111 -0.101 0.451
N -2.788 0.604 4.524 -0.037 -0.312 0.208 -0.668
C -5.094 -0.041 3.842 0.022 -0.052 0.305 -0.733
N -1.959 -4.386 4.316 4.873 1.044 -3.839 -0.390
H 3.112 -3.460 -2.016 -0.041 0.087 0.046 0.319
H -4.091 0.617 1.392 0.043 0.044 0.062 0.355
H 2.751 5.148 0.863 -0.058 -0.122 -0.028 0.446
H -0.077 -1.728 -0.623 -0.003 0.219 -0.086 0.323
C -3.610 0.057 3.436 -0.165 0.527 -0.036 0.874
N -1.421 -2.291 5.386 1.846 0.245 -1.778 0.045
H 4.915 3.233 -2.181 -0.036 0.069 0.075 0.391
H 0.490 -4.563 2.031 -0.579 0.503 0.701 0.238
C -1.114 -3.206 4.448 -0.939 -2.058 -0.548 0.425
C -6.004 2.151 3.560 -0.007 0.266 0.291 -0.631
H 1.500 -0.982 -2.459 0.009 -0.060 0.113 0.282
H 3.433 -2.300 -0.139 -0.030 0.004 -0.110 0.424
C -3.376 0.884 2.175 0.133 -0.122 -0.258 -1.549
H 2.430 4.481 -6.723 -0.095 -0.020 0.070 0.365
C 1.264 2.470 -4.435 -0.557 0.227 0.095 -0.809
H -2.955 -8.469 5.070 1.421 0.896 -0.640 0.288
H -0.813 -1.458 5.420 -1.007 -0.440 0.256 0.218
N -0.012 -3.156 3.527 -3.434 -0.256 2.737 -0.124
N -2.497 -2.393 6.266 0.252 -0.453 0.354 -0.632
H -6.420 1.745 2.634 0.080 -0.039 -0.008 0.300
H 2.026 2.969 -8.495 0.007 0.109 0.081 0.432
C -1.832 -6.429 2.566 -0.659 0.726 -0.917 -0.655
H 1.891 -4.746 -1.994 0.038 0.070 0.115 0.249
N 0.280 -0.917 -0.118 0.124 -0.333 0.293 -0.632
C -1.314 -5.060 3.210 1.035 3.064 1.983 0.346
O 1.357 3.629 -5.247 0.473 -0.213 -0.108 -0.451
C 3.976 5.902 -0.700 0.193 0.164 0.146 -1.440
H 2.314 2.956 0.092 -0.054 0.014 -0.110 0.205
H -2.400 -6.127 1.609 0.945 -0.217 1.354 0.321
H 0.477 1.021 -6.733 0.043 0.110 -0.003 0.256
H 0.419 1.855 -4.754 0.127 -0.220 -0.015 0.384
H -3.230 1.470 4.831 0.168 -0.041 -0.108 0.339
H -2.191 -3.048 6.998 -0.708 0.278 -0.297 0.298
C 1.741 -0.908 -0.282 -0.106 -0.219 -0.350 0.656
H 2.197 0.829 -7.110 -0.059 0.028 0.003 0.332
H 1.066 2.792 -3.411 0.110 0.034 -0.115 0.316
H -2.871 -0.008 5.334 -0.053 0.076 -0.017 0.273
C 2.075 -0.452 -1.698 0.105 0.255 -0.128 -1.311
H 2.188 1.885 -4.441 -0.056 -0.063 -0.113 0.269
C -2.165 -7.767 4.616 -0.718 -0.358 0.676 -0.725
H 0.993 0.837 -8.400 -0.009 0.104 0.093 0.353
O -5.609 1.129 4.464 0.081 -0.414 -0.374 -0.407